No. 1
DFT (ωB97M-V with the def2-TZVPD basis set) results for an isolated molecule of C3H4O4 at a distorted geometry.

Its charge is 0. Its orbital gap is 8.89 eV.

Geometry (Å):
C 0.2904 1.4128 0.5437
C -0.0439 -0.0090 0.2964
C 0.4995 -0.9413 -0.7618
O 1.2374 1.9090 1.0351
O -0.7318 2.0518 -0.0056
O -1.6511 1.0560 -0.4238
O -0.6990 -0.5810 1.2889
H -0.2977 -1.5277 -1.0580
H 1.3131 -1.5563 -0.3837
H 1.0045 -0.3396 -1.5476
H -0.9214 -1.4746 1.0161

No. 2
DFT (ωB97M-V with the def2-TZVPD basis set) results for a structure of composition C3H4O4Tl at a distorted geometry.

As for the spin multiplicity: 2. Its charge is 0. As for the expectation value of S²: 0.7677. Its orbital gap (alpha / beta) is 8.63 / 5.78 eV.

Geometry (Å):
O 4.0053 -0.4821 0.0216
C 2.9990 0.1920 0.1920
O 2.8418 1.3660 0.6018
O 1.7194 -0.4001 -0.0706
C -2.1794 -0.8839 -0.2233
C -2.4754 0.5105 -0.1964
O -1.7090 1.3469 0.3143
H 1.8157 -1.3530 -0.1709
H -1.4786 -1.2856 0.5121
H -2.8059 -1.5630 -0.8020
H -3.3453 0.8671 -0.7754
Tl 0.6125 1.6852 0.5968

No. 3
DFT (ωB97M-V with the def2-TZVPD basis set) results for a structure of composition C3H4O4Tl at a distorted geometry.

Its charge is +1. Its orbital gap is 9.66 eV.

Geometry (Å):
C -0.7304 0.4736 -0.7423
C -0.3780 1.1314 0.5603
O 0.1868 0.1862 1.4542
C 1.1079 -0.6628 1.0031
O -0.4802 -0.5834 -1.3398
O 0.9504 -1.8583 1.1040
O 1.8129 -0.1008 0.0281
Tl -1.4018 -2.8992 -1.2683
H -1.5675 1.0268 -1.2151
H -1.2906 1.5168 1.0341
H 0.2887 1.9865 0.3804
H 1.5019 -0.2167 -0.9986

No. 4
DFT (ωB97M-V with the def2-TZVPD basis set) results for a structure of composition C3H4OS at a distorted geometry.

Its charge is 0. Its orbital gap is 8.89 eV.

Geometry (Å):
C -0.6189 -0.6533 0.5527
C 0.8805 -0.1398 0.3031
C -0.0446 0.7127 -0.8587
H 1.2015 -1.2325 -0.1074
H 1.4208 0.5007 1.1405
H 0.0664 0.6629 -2.1008
H -0.2432 1.8935 -0.0911
O -1.1774 -0.2312 -0.4791
S -1.4852 -1.5130 1.6409

No. 5
DFT (ωB97M-V with the def2-TZVPD basis set) results for a cluster of 2 separate species, C3H4OS in total at a distorted geometry.

Its charge is 0. Its orbital gap is 8.48 eV.

Geometry (Å):
C 1.5322 0.2888 -0.0993
C 1.3401 1.5064 0.3987
C -1.4819 -0.6231 -0.5896
O 1.4817 -0.8098 -0.4624
S -1.9240 -2.1133 -0.1214
H 0.3367 1.9384 0.2712
H 2.0125 2.0498 0.9924
H -1.6296 -0.3377 -1.6069
H -1.6677 -1.8996 1.2173

No. 6
DFT (ωB97M-V with the def2-TZVPD basis set) results for a cluster of 2 separate species, C3H4OS in total at a distorted geometry.

Its charge is 0. Its orbital gap (alpha / beta) is 7.65 / 7.73 eV.

Geometry (Å):
C -0.0931 -2.1653 -0.1448
C -0.0749 0.0511 -0.0405
C 1.0972 0.9020 -0.0515
O -2.6378 -0.2551 -0.1628
S -1.5311 0.6479 0.0254
H -0.9145 -2.5139 0.4830
H 0.8237 1.9214 -0.0710
H 1.7545 0.6490 -0.8617
H 1.5760 0.7628 0.8238

No. 7
DFT (ωB97M-V with the def2-TZVPD basis set) results for a structure of composition C3H4OS at a distorted geometry.

Its charge is 0. Its orbital gap is 9.95 eV.

Geometry (Å):
C 0.6237 0.0928 -0.3069
C 0.0978 0.3248 1.0818
C -0.5565 -0.3146 -0.9487
H 0.2609 1.2962 1.1962
H 0.4701 -0.4841 1.6894
H -0.1786 -1.4206 -0.9113
H -0.9741 0.1682 -1.9488
O 1.8781 0.3356 -0.4604
S -1.6215 0.0017 0.6087

No. 8
DFT (ωB97M-V with the def2-TZVPD basis set) results for a cluster of 2 separate species, C3H4OS in total at a distorted geometry.

As for the SMILES: C#CC.O=S. Its charge is 0. Its orbital gap (alpha / beta) is 7.69 / 7.70 eV.

Geometry (Å):
C -2.2786 0.5423 -0.4094
C -1.3742 -0.1137 0.1029
C -0.1464 -0.8748 0.3604
H -3.2157 1.0342 -0.5706
H 0.7546 -0.2101 0.1268
H -0.1715 -1.8873 -0.2533
H -0.0740 -1.1382 1.4392
O 3.7012 1.5518 -0.9419
S 2.8047 1.0958 0.1459

No. 9
DFT (ωB97M-V with the def2-TZVPD basis set) results for a structure of composition C3H4OS at a distorted geometry.

Its charge is 0. Its orbital gap (alpha / beta) is 8.08 / 8.08 eV.

Geometry (Å):
C -2.2028 0.6823 -0.4973
C 0.0553 -0.0847 0.1356
C 1.4586 -0.2297 0.3985
O -0.6404 0.6841 -0.8664
S -1.4727 -0.5391 0.8611
H -2.7287 0.2332 -1.3841
H 1.7652 0.7120 0.6697
H 2.1957 -0.5256 -0.4893
H 1.5698 -0.9325 1.1723

No. 10
DFT (ωB97M-V with the def2-TZVPD basis set) results for a cluster of 2 separate species, C3H4OS in total at a distorted geometry.

Its charge is 0. Its orbital gap (alpha / beta) is 6.36 / 6.35 eV.

Geometry (Å):
C -0.5734 -0.3774 0.3782
C -0.5125 0.7871 0.6548
C -0.8690 -1.8047 0.4415
O 2.1042 2.2697 -1.3513
S 1.5064 2.8896 0.1479
H -1.1607 -1.9076 1.4896
H -0.0411 -2.4584 0.2650
H -1.7958 -1.9142 -0.1718
H 1.3420 2.5160 -1.8539

No. 11
DFT (ωB97M-V with the def2-TZVPD basis set) results for an isolated molecule of C3H4OS at a distorted geometry.

As for the spin multiplicity: 3. Its charge is 0. As for the expectation value of S²: 2.0111. Its orbital gap (alpha / beta) is 7.72 / 7.65 eV.

Geometry (Å):
C -0.5660 0.4182 -0.1733
C 0.8233 0.8147 0.0785
C 0.6817 -0.6933 -0.0158
O -2.7287 -0.8521 -0.0146
S -2.1471 0.5172 0.0042
H 1.4567 1.0446 -0.8254
H 1.1922 1.1270 1.1022
H 0.4966 -1.1900 0.8415
H 0.7913 -1.1862 -0.9974

No. 12
DFT (ωB97M-V with the def2-TZVPD basis set) results for a structure of composition C3H4OS2 at a distorted geometry.

Its charge is 0. Its orbital gap (alpha / beta) is 7.63 / 6.51 eV.

Geometry (Å):
C 1.2038 -1.8760 1.4578
C 1.2668 -0.6768 1.6165
C -1.7339 0.9176 -0.5422
O 1.3949 0.8419 -0.5660
S 1.1998 0.9296 0.8255
S -0.4575 1.2263 -1.6245
H 1.4487 -2.9067 1.7567
H -1.2992 1.1359 0.4805
H -2.5635 0.1565 -0.6829
H -0.4599 0.2518 -2.7215

No. 13
DFT (ωB97M-V with the def2-TZVPD basis set) results for an isolated molecule of C3H4OS2 at a distorted geometry.

As for the SMILES: O=C1SC[C@@H]1S. Its charge is 0. Its orbital gap is 9.93 eV.

Geometry (Å):
O 0.5248 2.0072 0.0136
C 0.5051 0.8143 0.1068
S 1.8762 -0.3545 -0.1720
C 0.3313 -1.4044 0.0692
C -0.5064 -0.2467 0.4913
S -2.1293 -0.1432 -0.1849
H -0.1054 -1.8876 -0.7770
H 0.5092 -2.1360 0.8818
H -0.5345 -0.2085 1.5673
H -1.9979 1.1583 -0.0740

No. 14
DFT (ωB97M-V with the def2-TZVPD basis set) results for an isolated molecule of C3H4P2 at a distorted geometry.

As for the SMILES: C1P2#P3CC123. Its charge is 0. Its orbital gap is 8.14 eV.

Geometry (Å):
C 0.2408 -1.2726 -0.7329
P -1.2262 -1.0042 0.4059
P -1.2395 1.1422 -0.4670
C 0.2202 1.2384 0.6906
C 0.1582 0.0644 -0.1501
H 0.2837 -1.2735 -1.7622
H 0.8170 -2.0697 -0.2527
H -0.1843 1.0363 1.6225
H 0.9302 2.1387 0.6459

No. 15
DFT (ωB97M-V with the def2-TZVPD basis set) results for a cluster of 2 separate species, C3H4P2 in total at a distorted geometry.

Its charge is 0. Its orbital gap (alpha / beta) is 7.20 / 6.87 eV.

Geometry (Å):
C 0.1930 -1.3377 -0.7944
C 0.1472 1.2335 0.4044
C 0.0871 -0.0598 -0.0986
P -1.1828 -1.0926 0.4428
P -1.4958 1.0559 -0.2564
H -0.0338 -1.3623 -1.8892
H 0.9409 -1.8381 -0.3272
H 0.6816 1.2485 2.3267
H 0.6627 2.1528 0.1919

No. 16
DFT (ωB97M-V with the def2-TZVPD basis set) results for an isolated molecule of C3H4S at a distorted geometry.

Its charge is 0. Its orbital gap (alpha / beta) is 7.94 / 6.65 eV.

Geometry (Å):
C -1.6915 -0.3431 -0.4559
C -0.3542 -0.6974 0.0625
C 0.2491 0.6630 -0.0564
S -2.7706 0.4901 -1.1995
H -0.2636 -1.1673 1.0159
H 0.1687 -1.4405 -0.6071
H 0.8639 1.0528 -0.9644
H -0.2580 1.3564 0.4696

No. 17
DFT (ωB97M-V with the def2-TZVPD basis set) results for an isolated molecule of C3H4S at a distorted geometry.

As for the SMILES: C=CC=S. Its charge is 0. Its orbital gap (alpha / beta) is 7.88 / 7.88 eV.

Geometry (Å):
C 0.6082 -0.0139 -0.2352
C -0.5045 0.6124 0.1504
C -1.7762 -0.1313 0.2985
S -3.4055 0.0983 -0.0194
H 1.6408 0.4554 -0.3305
H 0.6879 -1.1476 -0.3679
H -0.7647 1.6184 0.4166
H -1.4092 -1.1908 0.4131

No. 18
DFT (ωB97M-V with the def2-TZVPD basis set) results for an isolated molecule of C3H4S2 at a distorted geometry.

As for the SMILES: S=CCC=S. Its charge is 0. Its orbital gap is 7.48 eV.

Geometry (Å):
S -2.3021 -0.4821 0.1487
C -0.9737 0.2338 -0.5182
C 0.0568 1.2783 -0.1659
C 1.0526 0.6252 0.6365
S 2.2570 -0.5668 -0.0837
H -0.5387 -0.0694 -1.4800
H 0.3141 1.2959 -1.2199
H -0.5513 2.1198 0.1897
H 0.6836 0.6121 1.7556

No. 19
DFT (ωB97M-V with the def2-TZVPD basis set) results for an isolated molecule of C3H4S2 at a distorted geometry.

As for the SMILES: C1S[C@H]2S[C@@H]12. Its charge is 0. Its orbital gap is 9.31 eV.

Geometry (Å):
C -0.4691 0.5047 0.7421
S 1.2434 0.2082 1.5677
C 1.2358 -0.9453 0.0584
S -0.0099 -2.2459 0.2046
C -0.1065 -0.5035 -0.3454
H -0.6177 1.4390 0.1988
H -1.3010 -0.0007 1.1907
H 2.1764 -1.1863 -0.5130
H -0.5954 -0.5819 -1.3037

No. 20
DFT (ωB97M-V with the def2-TZVPD basis set) results for an isolated molecule of C3H4S2 at a distorted geometry.

As for the SMILES: CC(=S)C=S. Its charge is 0. Its orbital gap is 6.99 eV.

Geometry (Å):
C -0.5295 0.8392 0.6050
C 0.2152 0.1614 -0.5194
S 0.6185 1.0122 -1.8650
C 0.5800 -1.2147 -0.4658
S 0.1107 -2.1737 0.7565
H -1.6546 0.9853 0.4895
H -0.1476 1.7769 0.8675
H -0.4713 0.2192 1.3990
H 1.2786 -1.6059 -1.2673